Entry 1:
ORCA calculation (ωB97M-V with the def2-TZVPD basis set) on C18H22AsF6IrNO4 as an isolated structure.

Geometry as XYZ:
```
53
Properties=species:S:1:pos:R:3:forces:R:3
Ir 0.2769 -0.2305 0.1242 0.3 1.9 -0.9
C -2.6503 2.1176 -1.7757 0.0 -0.1 0.0
O -2.2298 0.9633 -0.9949 -0.3 0.0 -0.2
C -0.9887 0.9455 -0.6518 0.6 -0.1 0.2
O -0.1030 1.7685 -0.8635 -0.2 0.2 -0.1
H -3.6655 1.8949 -2.0841 0.0 0.0 0.0
H -1.9937 2.2327 -2.6346 0.0 0.0 0.0
H -2.6159 3.0058 -1.1507 0.0 0.0 0.0
F 2.6832 -1.0979 -0.9303 0.1 0.0 0.1
As 2.0045 -1.8297 -2.3639 -0.3 0.2 0.0
F 1.5727 -3.1869 -1.3822 0.1 -0.1 0.0
F 3.4883 -2.5044 -2.8497 -0.1 0.0 0.0
F 1.0902 -2.4627 -3.6625 0.1 0.0 0.0
F 2.2411 -0.3567 -3.1957 0.1 0.0 -0.1
F 0.3770 -1.0642 -1.7542 0.1 -0.5 -0.6
C -5.7481 -1.0100 2.3565 0.0 0.0 0.0
C -4.3498 -0.4795 2.5138 0.0 0.0 0.0
C -3.3728 -1.2191 3.1659 0.0 0.0 0.0
C -2.0649 -0.7591 3.2861 0.0 -0.1 0.0
C -1.0644 -1.5058 4.1235 0.0 0.0 0.0
C -1.7337 0.4600 2.7012 0.1 0.0 0.0
C -2.7130 1.2653 2.1200 0.0 0.1 0.0
C -2.3892 2.6782 1.7130 0.1 0.0 0.0
C -4.0065 0.7721 2.0146 0.0 0.0 0.0
C -0.3230 0.9756 2.8111 0.3 0.0 -0.5
O 0.0324 1.6512 3.7433 0.0 0.0 0.2
O 0.5213 0.6842 1.8187 -0.3 0.1 0.9
H -5.9383 -1.8328 3.0443 0.0 0.0 0.0
H -5.9110 -1.3797 1.3418 0.0 0.0 0.0
H -6.4888 -0.2321 2.5427 0.0 0.0 0.0
H -3.6365 -2.1703 3.6150 0.0 0.0 0.0
H -1.4062 -2.5166 4.3402 0.0 0.0 0.0
H -0.9160 -0.9803 5.0698 0.0 0.0 0.0
H -0.0863 -1.5621 3.6485 0.1 0.0 -0.1
H -2.1451 3.2672 2.5989 0.0 0.0 0.0
H -3.2373 3.1471 1.2145 0.0 0.0 0.0
H -1.5131 2.7407 1.0631 0.0 0.0 0.0
H -4.7709 1.3904 1.5559 0.0 0.0 0.0
C 2.0881 -2.4108 1.7903 -0.3 -0.1 0.1
C 0.6905 -2.8012 1.4476 0.2 4.1 -1.6
C 0.0585 -3.9818 1.6669 -3.7 -3.0 -0.3
C -1.2664 -3.8872 1.0985 1.9 -2.6 1.9
C -1.3892 -2.6583 0.5619 0.9 2.1 -0.6
C -2.5049 -2.0463 -0.1875 0.0 -0.1 0.2
N -0.1783 -1.9707 0.7832 0.7 -1.6 1.2
H 2.4591 -3.0353 2.6002 0.0 0.0 0.0
H 2.1561 -1.3649 2.0972 -0.1 0.0 0.0
H 2.7380 -2.5448 0.9252 0.0 -0.1 -0.1
H 0.5030 -4.8222 2.1735 -0.1 -0.1 0.0
H -2.0342 -4.6419 1.0822 0.1 -0.1 0.1
H -3.3428 -2.7392 -0.2156 0.0 0.0 0.0
H -2.2013 -1.8082 -1.2092 0.1 0.0 0.0
H -2.8257 -1.1127 0.2824 0.1 0.0 0.0
```
Forces are in eV/Å.

As for the spin multiplicity: 2.


Entry 2:
ORCA calculation (ωB97M-V with the def2-TZVPD basis set) on a 2-piece molecular cluster, C4H5N3 overall.

Geometry as XYZ:
```
12
Properties=species:S:1:pos:R:3:forces:R:3
C 0.1232 -1.8077 -0.3397 -1.7 -0.4 0.3
N 0.6939 0.4663 -0.4945 0.3 1.0 0.1
C 0.2580 1.1769 0.4493 0.2 0.1 -0.3
C 0.2537 2.6172 0.4474 -0.1 1.3 0.1
N 0.2116 3.7717 0.4562 0.1 -0.9 0.0
C -2.0723 -0.4509 0.6855 0.8 -1.3 -1.5
N -1.3834 -1.0569 -0.0735 2.2 0.4 1.0
H 1.0633 -1.6051 0.2342 -1.7 0.4 0.0
H 0.4211 -1.8245 -1.4008 -0.9 0.2 0.6
H -0.3321 -2.6944 0.0060 0.3 -1.7 -0.1
H 1.0648 0.9409 -1.3048 0.2 0.7 0.0
H -0.2282 0.7005 1.3081 0.3 0.2 -0.1
```
Forces are in eV/Å.


Entry 3:
ORCA calculation (ωB97M-V with the def2-TZVPD basis set) on an isolated ion of composition C9H13IN5 and charge +1.

Geometry as XYZ:
```
28
Properties=species:S:1:pos:R:3:forces:R:3
C 2.1054 0.5699 0.1916 2.8 4.1 -0.1
C 2.6057 -1.6860 -0.2666 2.2 -2.0 -0.8
C 3.4762 0.9159 0.0667 -3.2 1.3 0.8
C 3.9368 -1.4237 -0.3327 2.4 -2.4 0.9
C 1.6612 -0.6548 -0.1005 -3.5 -2.4 0.3
C 4.3793 -0.1303 -0.1827 3.3 0.8 0.0
C -1.9147 -0.3088 0.7517 0.8 0.6 0.5
C 0.2346 -0.9366 -0.0411 2.7 -6.0 -4.7
C -3.5618 2.6168 -0.6457 -1.9 -1.8 1.1
N -0.6087 -0.1724 0.4284 -5.0 3.1 2.5
N -2.7439 0.7741 0.6296 -1.9 -0.4 -0.1
N -2.4188 -1.3482 1.4966 -0.1 -0.6 -0.5
N -0.2967 -2.2781 -0.9423 1.1 3.2 3.2
N -2.4081 1.8880 -0.2032 1.9 0.4 -0.2
I 6.4630 0.3454 0.0363 -1.8 -0.5 -0.2
H 1.3574 1.3254 0.2985 -0.1 0.6 0.4
H 2.3753 -2.7282 -0.3143 -0.7 -0.4 0.1
H 3.7895 1.9653 0.2000 -0.1 -0.8 -0.2
H 4.8096 -2.2182 -0.2152 -2.4 1.3 -0.8
H -4.3731 1.8663 -0.8808 0.7 1.0 0.0
H -3.9202 3.2937 0.1068 -0.6 0.3 0.6
H -3.3734 3.2094 -1.4812 0.6 0.6 -1.7
H -3.8117 0.5135 0.6672 2.9 1.1 0.1
H -1.7389 -2.0215 1.8768 -0.8 0.5 -0.6
H -3.4402 -1.5850 1.5611 1.8 0.5 -0.1
H -1.2300 -1.9489 -1.2174 0.8 -0.4 -0.5
H 0.3721 -2.4547 -1.6886 -0.5 0.3 -0.1
H -1.7258 2.6117 0.2013 -1.2 -2.2 0.1
```
Forces are in eV/Å.

Its total charge is +1. As for the spin multiplicity: 3.


Entry 4:
ORCA calculation (ωB97M-V with the def2-TZVPD basis set) on a 2-piece molecular cluster, C4H10FNO overall.

Geometry as XYZ:
```
17
Properties=species:S:1:pos:R:3:forces:R:3
C -1.6176 -0.5313 1.0160 -3.2 0.7 -3.1
C 0.9675 -1.1215 -0.9300 3.6 1.6 -1.6
C -0.9437 0.7287 0.6098 2.4 -3.0 -2.5
C 1.1490 0.0118 0.0566 -4.1 0.0 1.3
N 1.8221 1.0900 -0.4655 1.7 2.4 1.3
O -1.4176 1.3680 -0.5146 -2.2 -2.1 -2.2
F 1.6569 -0.3850 1.2929 0.1 0.2 -1.1
H -0.9915 -0.9873 1.7038 1.0 -1.5 1.1
H -1.7561 -1.0905 -0.0486 0.2 0.5 2.8
H -2.6740 -0.3525 1.4993 1.8 -0.4 -1.0
H 2.0708 -1.3325 -1.3775 -2.3 0.6 0.7
H 0.7553 -2.0506 -0.5151 -1.2 -1.4 0.8
H 0.3486 -0.7799 -1.7876 0.2 -0.5 0.7
H -0.8462 1.3986 1.3699 0.8 2.1 2.0
H 1.2982 1.6410 -1.1594 0.2 -0.6 0.6
H 2.1681 1.7261 0.3262 -0.9 -1.1 -1.7
H -1.9899 0.6669 -1.0762 2.0 2.4 1.9
```
Forces are in eV/Å.


Entry 5:
ORCA calculation (ωB97M-V with the def2-TZVPD basis set) on a 2-piece molecular cluster, C3H8FN3 overall.

Geometry as XYZ:
```
15
Properties=species:S:1:pos:R:3:forces:R:3
C 0.8837 -1.2288 0.0954 -2.1 0.8 -0.5
C -1.7943 -0.1538 0.0292 3.3 -1.3 -1.0
C 0.6746 1.2433 -0.1039 -2.0 3.2 -1.6
N 2.1276 -1.4214 0.0986 6.4 -2.1 1.0
N -2.5187 0.9145 0.0472 0.9 -1.8 0.8
N 0.3111 -0.0456 0.1267 -5.3 -2.7 1.0
F -2.1154 -1.3790 -0.2683 0.0 2.6 0.9
H 0.2585 -2.0797 -0.0627 -0.5 -0.6 0.3
H -0.1509 1.5919 -0.8678 2.1 0.3 1.2
H 1.5865 1.2563 -0.6349 1.3 0.2 -0.8
H 0.7412 1.9141 0.7572 -0.1 -0.3 0.1
H 2.6007 -2.3953 0.1981 -1.9 1.7 -0.5
H 2.9605 -0.7807 0.2421 -2.0 0.0 -0.3
H -1.9849 1.7864 0.3374 -1.4 -0.8 -0.4
H -3.5804 0.7780 0.0054 1.4 0.8 0.0
```
Forces are in eV/Å.

Its total charge is +2.


Entry 6:
ORCA calculation (ωB97M-V with the def2-TZVPD basis set) on a 2-piece molecular cluster, C14H21BrCl3FN2O4S overall.

Geometry as XYZ:
```
47
Properties=species:S:1:pos:R:3:forces:R:3
C -2.2855 -0.2578 -2.3972 0.3 -0.2 0.0
C -1.3755 0.9471 -2.9596 -0.5 -1.0 -0.7
S -0.9048 2.0478 -1.5394 0.6 0.4 -0.5
C 0.7776 1.6356 -0.8856 1.4 0.0 0.5
C 0.7707 0.4451 0.2519 -1.9 0.4 -4.2
N -0.5970 0.3753 0.8003 2.1 0.7 3.7
C -0.8539 1.1872 1.8040 -0.7 -0.9 0.5
C -1.5595 0.5090 3.1037 -0.3 0.4 -0.3
C -0.6281 2.7617 1.8936 -0.5 0.1 0.0
O 1.8438 0.7572 1.1558 0.5 -2.2 1.0
C 2.1184 -0.2349 2.1191 -2.4 -0.1 4.3
O 1.5604 -0.1959 3.2540 2.4 0.0 -4.7
C 3.1833 -1.4397 1.9505 2.6 -0.9 -2.0
O 4.2513 -1.3669 1.3049 -3.6 0.5 2.4
N 2.8617 -2.6745 2.6645 1.0 0.8 -0.9
C 3.7624 -3.7800 2.3203 1.1 -2.5 -2.8
O 3.9255 -4.2891 1.2067 -0.8 2.2 4.6
F 4.4896 -4.3591 3.4119 -2.0 1.9 -2.0
C 0.9812 -0.9160 -0.6232 0.3 1.4 -1.2
Br 0.2844 -2.5533 0.2895 0.4 0.7 -0.4
C 2.4578 -1.0746 -1.2332 0.5 -0.4 -0.1
C 2.5298 -0.8783 -2.8431 0.9 0.4 0.3
H -1.6771 -1.2245 -2.4035 -1.0 1.1 0.0
H -2.5519 -0.0373 -1.3047 0.3 -0.4 -1.7
H -3.2477 -0.4044 -3.0221 1.6 0.2 1.0
H -0.4502 0.5922 -3.5492 -1.4 0.5 1.0
H -2.0284 1.5224 -3.7207 1.3 -0.4 1.5
H 1.5115 1.4336 -1.7350 -1.0 0.2 1.2
H 1.1919 2.5612 -0.3265 -1.0 -1.3 -1.1
H -1.4362 1.2196 4.0059 -0.3 -1.2 -1.5
H -1.0747 -0.5107 3.3488 -0.6 1.8 -0.6
H -2.6704 0.2918 2.9347 1.4 0.5 0.2
H -0.9547 3.1823 2.9200 0.8 -0.9 -1.6
H 0.4123 3.1283 1.6067 -1.3 -0.6 0.5
H -1.3685 3.2366 1.1377 1.2 -0.9 1.0
H 1.8655 -2.9308 2.6054 0.6 0.1 0.2
H 0.2819 -0.7671 -1.5342 0.9 -0.4 1.8
H 2.8666 -2.1223 -0.9621 -0.7 1.8 -0.5
H 3.1938 -0.3147 -0.7671 -1.4 -1.2 -0.6
H 1.7008 -0.1913 -3.2403 1.1 -1.3 0.5
H 3.5193 -0.3160 -3.0559 -1.6 -1.0 0.2
H 2.5931 -1.8717 -3.4147 -0.4 1.5 0.9
C -5.9363 1.3535 -0.9934 0.0 0.0 0.0
Cl -4.6836 2.3440 -1.7591 -0.1 -0.1 0.0
Cl -5.2703 -0.1944 -0.4552 -0.2 0.1 0.0
Cl -6.6679 2.2195 0.3651 0.0 -0.1 -0.1
H -6.7124 1.1542 -1.7299 0.2 0.0 0.2
```
Forces are in eV/Å.

Its SMILES is CCSC[C@](N=C(C)C)(OC(=O)C(=O)NC(=O)F)[C@H](Br)CC.ClC(Cl)Cl.


Entry 7:
ORCA calculation (ωB97M-V with the def2-TZVPD basis set) on one molecule with the formula C4H6O2.

Geometry as XYZ:
```
12
Properties=species:S:1:pos:R:3:forces:R:3
C -1.3894 -0.3804 -0.4740 0.3 0.5 0.1
C 0.1263 -0.1633 -0.3526 0.9 1.3 0.0
C 0.8709 1.3004 0.0333 -1.0 0.6 -1.8
O 1.9052 1.7534 -0.4033 -1.2 -1.5 0.4
C 0.7810 -0.8175 0.7958 0.7 -0.4 0.7
O 0.2536 -1.3921 1.7183 0.2 0.1 -0.5
H -1.6272 -1.4220 -0.7493 0.4 0.4 0.1
H -1.8985 -0.1821 0.4703 0.1 0.0 0.0
H -1.8115 0.2626 -1.2454 0.0 0.0 0.0
H 0.6630 -0.3692 -1.2726 0.1 -0.4 -0.2
H 0.2676 1.9190 0.6840 -0.4 0.2 0.7
H 1.8589 -0.5086 0.7953 0.0 -0.9 0.4
```
Forces are in eV/Å.

Its SMILES is CC(C=O)C=O.


Entry 8:
ORCA calculation (ωB97M-V with the def2-TZVPD basis set) on a 2-piece molecular cluster, C17H19F4Si overall.

Geometry as XYZ:
```
41
Properties=species:S:1:pos:R:3:forces:R:3
C 5.3992 7.0691 5.4120 0.1 0.0 -0.3
C 4.3528 7.9385 4.6829 -0.2 -0.3 0.0
Si 2.8947 8.4097 5.7357 -0.6 1.3 0.3
C 3.0962 8.6983 7.6128 -0.1 -0.4 -0.3
C 1.2354 8.9219 4.9232 0.4 -0.4 0.4
H 1.7956 5.1468 6.3790 0.2 0.4 0.4
H 6.3253 7.0266 4.8341 -0.1 0.1 0.0
H 5.6690 7.4680 6.3953 -0.2 -0.3 -0.1
H 5.0156 6.0427 5.4586 0.2 0.2 0.4
H 4.7830 8.8677 4.2666 -0.1 0.0 0.3
H 3.9962 7.4120 3.7844 -0.1 0.1 0.2
H 3.4254 9.7342 7.8528 -0.1 -0.5 -0.5
H 2.1355 8.5592 8.1431 0.3 0.0 -0.4
H 3.8354 8.0152 8.0702 -0.3 0.3 -0.3
H 1.2495 9.9935 4.6116 0.2 -0.6 0.2
H 1.0520 8.3056 4.0230 0.1 0.3 0.4
H 0.3798 8.7948 5.6202 0.6 0.0 -0.3
F -1.6359 5.4036 2.4567 0.4 -0.1 1.2
C -1.3756 5.1271 3.7771 -0.7 -0.3 -0.5
C -2.4397 5.1968 4.6718 0.8 0.2 0.4
C -2.1391 4.9051 6.0046 -0.9 -0.2 0.1
F -3.1573 4.9557 6.9254 1.0 0.1 -0.9
C -0.8833 4.5124 6.4241 0.0 -0.2 0.0
C 0.1446 4.3806 5.4762 -0.6 0.6 -0.1
C 1.5027 4.1516 6.0535 0.0 -0.5 0.9
C 2.6790 3.6553 5.2713 0.8 0.2 0.2
C 3.6763 3.0584 6.0566 0.3 -0.1 -0.1
C 4.8864 2.7125 5.4729 0.2 -0.7 0.4
F 5.8310 2.0923 6.2532 -0.8 0.7 -0.8
C 5.1405 2.8895 4.1176 0.1 0.3 0.2
C 4.1638 3.5490 3.3873 0.0 -0.3 -0.6
F 4.3811 3.7375 2.0413 -0.2 0.0 1.4
C 2.9491 3.9677 3.9369 0.5 -0.2 -0.3
C -0.0976 4.7098 4.1374 -0.4 0.1 0.1
H -3.4263 5.5089 4.3749 -0.1 -0.1 -0.1
H -0.7007 4.2907 7.4829 -0.2 0.1 -0.5
H 1.4218 3.5536 7.0087 0.0 0.6 -1.1
H 3.5223 2.9002 7.1284 0.1 -0.1 -0.5
H 6.0795 2.5744 3.6759 -0.2 0.0 0.0
H 2.2754 4.5187 3.2930 0.3 -0.3 0.1
H 0.6563 4.6658 3.3629 -0.5 -0.1 0.2
```
Forces are in eV/Å.

Its total charge is +1.


| no. | calculated total energy (eV) |
| --- | --- |
| 1 | -108687.758 |
| 2 | -8694.587 |
| 3 | -25082.640 |
| 4 | -10562.070 |
| 5 | -10406.201 |
| 6 | -147186.392 |
| 7 | -8338.611 |
| 8 | -36677.181 |